1.
The following is a DFT calculation (ωB97M-V with the def2-TZVPD basis set) of a molecular structure, C33H35Cl4EuGeN6O5P at a distorted geometry.

Its orbital gap (spin up / spin down) is 5.370 / 5.293 eV. Its expectation value of S² is 15.773. The calculation puts the maximum force at 4.40 eV/A. The charge is +2. The spin multiplicity is 8.

Last column: Mulliken charge in e.
Element x y z (Å)
Eu 0.962 0.372 0.893  1.321
O -0.422 3.835 0.294  -0.564
Cl -0.149 2.777 -0.570  1.619
O 1.283 2.364 -0.424  -0.599
O -0.908 1.492 -0.151  -0.464
O -0.327 3.097 -1.966  -0.551
N 1.266 -0.659 -1.846  0.243
C 0.409 -0.325 -2.897  0.121
C -0.778 -1.001 -3.074  -0.460
C -1.648 -0.711 -4.083  -0.986
C -1.386 0.355 -4.930  -0.706
C -0.204 1.067 -4.835  -0.739
C 0.740 0.634 -3.895  1.112
P 2.384 1.362 -4.085  0.439
C 3.591 0.081 -4.335  0.226
C 4.905 0.604 -4.040  -0.494
C 6.013 -0.214 -4.199  -0.799
C 5.795 -1.575 -4.507  -0.429
C 4.558 -2.085 -4.695  -0.721
C 3.400 -1.294 -4.573  0.143
C 2.507 2.584 -5.274  0.382
C 1.736 3.705 -5.028  -0.399
C 1.723 4.762 -5.892  -0.680
C 2.560 4.736 -7.025  -0.498
C 3.299 3.609 -7.289  -0.565
C 3.300 2.466 -6.442  -0.560
H 1.056 -1.622 -1.556  0.309
H 2.264 -0.555 -2.031  -0.014
H -1.069 -1.794 -2.381  0.405
H -2.521 -1.305 -4.304  0.453
H -2.056 0.646 -5.730  0.452
H -0.031 1.894 -5.489  0.519
H 5.154 1.664 -3.865  0.439
H 7.074 0.072 -4.124  0.429
H 6.598 -2.244 -4.666  0.474
H 4.423 -3.094 -4.922  0.513
H 2.404 -1.732 -4.694  0.494
H 1.162 3.785 -4.119  0.515
H 1.208 5.713 -5.711  0.403
H 2.594 5.606 -7.676  0.428
H 3.929 3.590 -8.190  0.385
H 3.941 1.610 -6.615  0.450
Cl 2.012 -2.032 1.177  -0.451
Ge 4.539 -1.555 1.271  0.626
Cl 5.062 -2.363 -0.667  -0.276
Cl 3.821 0.804 0.457  -0.424
C -0.942 -3.314 1.988  -1.223
C -1.706 -2.039 1.938  0.261
N -1.331 -0.848 1.488  0.319
C -2.466 0.051 1.700  -1.231
C -3.428 -0.627 2.337  -0.442
N -3.018 -1.931 2.509  0.333
C -3.718 -3.028 3.250  -0.844
N -4.915 -2.552 3.781  0.736
N -6.014 -2.749 3.050  -0.439
N -7.078 -2.565 3.738  -0.591
C -6.636 -2.214 4.965  0.658
C -7.470 -2.011 6.081  -0.828
C -6.874 -1.997 7.281  -0.290
C -5.442 -2.089 7.456  -0.582
C -4.700 -2.284 6.380  -0.709
C -5.267 -2.317 5.056  0.646
H -0.699 -3.553 2.987  0.373
H -0.041 -3.143 1.433  0.048
H -1.522 -4.157 1.537  0.372
H -2.584 0.968 1.219  0.734
H -4.389 -0.412 2.647  0.685
H -3.184 -3.375 4.097  0.442
H -3.930 -3.783 2.482  0.329
H -8.551 -1.932 5.939  0.422
H -7.354 -1.918 8.249  0.353
H -4.937 -2.038 8.448  0.359
H -3.630 -2.211 6.393  0.347
C 0.795 2.193 5.298  -0.566
C 1.676 0.969 5.436  -0.659
C 2.221 0.727 4.051  -0.230
O 1.223 1.274 3.132  -0.279
C 0.092 1.926 3.906  -0.455
H 1.472 3.048 5.195  0.286
H 0.064 2.356 6.153  0.350
H 1.087 0.143 5.820  0.288
H 2.427 1.196 6.196  0.370
H 2.386 -0.341 3.842  0.203
H 3.139 1.290 3.837  0.288
H -0.787 1.300 4.038  0.307
H -0.144 2.859 3.367  0.334


2.
The following is a DFT calculation (ωB97M-V with the def2-TZVPD basis set) of a molecular structure, C33H35Cl5MnN4P2 at a distorted geometry.

Its orbital gap (spin up / spin down) is 6.154 / 6.744 eV. Its expectation value of S² is 8.786. The calculation puts the maximum force at 3.65 eV/A. The spin multiplicity is 6.

Last column: Mulliken charge in e.
Element x y z (Å)
Mn -1.319 0.816 0.703  0.024
C -0.193 -4.215 1.742  -0.471
C 0.955 -3.744 1.252  -0.411
C 1.486 -4.081 -0.110  -0.797
C 0.420 -4.191 -1.229  -1.410
C -0.626 -3.105 -1.239  0.299
C -1.622 -2.897 -0.358  0.031
C -2.260 -4.031 0.367  -1.480
C -1.243 -4.995 1.016  -0.854
C -2.484 2.258 -0.136  -1.670
H -0.418 -4.103 2.802  0.396
H 1.712 -3.351 1.942  0.841
H 2.030 -5.043 -0.062  0.459
H 2.236 -3.328 -0.391  0.198
H 0.956 -4.138 -2.190  0.453
H -0.025 -5.197 -1.226  0.455
H -0.674 -2.570 -2.197  0.503
H -2.177 -1.959 -0.361  0.440
H -2.900 -4.595 -0.341  0.329
H -2.940 -3.642 1.135  0.333
H -1.784 -5.618 1.745  0.534
H -0.820 -5.679 0.271  0.268
H -2.946 2.642 0.785  0.407
H -3.231 1.860 -0.839  0.591
H -1.842 3.026 -0.595  0.217
P -0.609 0.519 -1.669  0.774
P 1.502 0.960 0.876  -0.179
N -2.016 -0.396 -2.397  1.046
N -0.157 1.418 -3.130  0.959
N 0.775 -0.075 2.086  0.381
N 2.926 1.320 1.781  0.505
C 0.836 -0.589 -1.433  0.650
C 1.996 -0.134 -0.511  -1.222
C -3.264 -0.539 -1.759  -0.517
C -4.111 -1.245 -2.598  -1.017
C -3.368 -1.612 -3.766  -0.819
C -2.092 -1.064 -3.624  -0.607
C -0.905 2.507 -3.591  -0.676
C -0.272 3.050 -4.704  -0.564
C 0.915 2.286 -4.936  -0.750
C 0.969 1.304 -3.952  -0.507
C -0.640 0.192 2.433  0.866
C -1.093 -0.960 3.173  -0.448
C 0.028 -1.746 3.416  -1.550
C 1.125 -1.214 2.725  -0.092
C 3.676 0.651 2.765  -0.261
C 4.690 1.502 3.191  -0.651
C 4.569 2.730 2.454  -0.757
C 3.499 2.593 1.594  -0.343
H 1.227 -0.878 -2.424  1.146
H 0.423 -1.502 -0.960  -2.155
H 2.522 -1.011 -0.092  0.408
H 2.741 0.449 -1.079  0.424
H -3.439 -0.156 -0.757  0.475
H -5.155 -1.455 -2.404  0.469
H -3.732 -2.200 -4.598  0.457
H -1.245 -1.080 -4.302  0.499
H -1.814 2.795 -3.085  0.370
H -0.622 3.883 -5.291  0.464
H 1.638 2.429 -5.730  0.441
H 1.699 0.537 -3.759  0.403
H -0.837 1.236 2.739  -0.607
H -2.106 -1.075 3.550  0.547
H 0.102 -2.648 4.013  0.911
H 2.141 -1.585 2.668  0.544
H 3.440 -0.347 3.090  0.392
H 5.427 1.281 3.952  0.448
H 5.191 3.604 2.558  0.467
H 3.061 3.270 0.868  0.438
Cl 1.062 3.517 -1.006  -0.062
C 0.406 4.020 0.549  0.183
C -0.459 3.246 1.309  -0.293
C -1.013 3.789 2.451  0.429
Cl -2.216 2.949 3.382  -0.178
C -0.631 5.077 2.930  -0.117
Cl -1.249 5.722 4.388  -0.223
C 0.322 5.817 2.193  0.204
Cl 0.891 7.316 2.771  -0.210
C 0.850 5.287 0.991  -0.010
Cl 2.102 6.138 0.176  -0.170


3.
The following is a DFT calculation (ωB97M-V with the def2-TZVPD basis set) of a molecular structure, C33H35CoF3N2O2PS5 at a distorted geometry.

Its orbital gap is 4.535 eV. The calculation puts the maximum force at 2.68 eV/A. The spin multiplicity is 1.

Last column: Mulliken charge in e.
Element x y z (Å)
Co -0.023 0.026 0.670  -0.013
S 2.398 -2.975 6.855  -0.248
C 1.833 -2.305 5.471  0.167
S 0.205 -2.480 4.904  -0.075
C 0.349 -1.515 3.453  0.018
C 1.577 -1.028 3.198  -0.013
S 1.968 -0.233 1.726  -0.275
S 2.795 -1.328 4.409  -0.121
S -0.990 -1.203 2.432  -0.665
C -2.528 1.640 -2.768  -1.606
C -3.034 1.957 -1.393  1.513
C -3.884 3.052 -1.285  -1.001
C -4.465 3.397 -0.081  -1.189
C -4.232 2.603 1.025  -0.665
C -3.389 1.501 0.962  0.736
C -3.272 0.627 2.170  -1.565
C -2.727 1.202 -0.242  -0.991
N -1.774 0.136 -0.249  1.346
C -1.978 -0.917 -0.996  1.178
C -3.266 -1.157 -1.713  -2.233
C -0.958 -1.906 -1.005  0.805
C -1.064 -3.122 -1.865  -2.392
N 0.070 -1.692 -0.229  1.798
C 0.899 -2.798 0.148  -0.919
C 0.303 -3.864 0.865  2.343
C -1.165 -3.978 1.185  -2.205
C 1.100 -4.911 1.309  -0.785
C 2.455 -4.945 1.064  -0.985
C 3.031 -3.926 0.332  -0.663
C 2.282 -2.862 -0.141  0.488
C 2.990 -1.871 -1.001  -0.979
H -2.381 2.556 -3.338  0.530
H -3.257 1.034 -3.315  0.383
H -1.603 1.093 -2.753  0.075
H -4.086 3.639 -2.172  0.499
H -5.114 4.261 -0.012  0.417
H -4.719 2.826 1.964  0.455
H -4.084 0.841 2.863  0.672
H -2.326 0.797 2.688  0.093
H -3.328 -0.427 1.901  0.201
H -3.973 -0.349 -1.549  0.462
H -3.718 -2.083 -1.351  0.499
H -3.113 -1.273 -2.787  0.363
H -1.254 -2.834 -2.901  0.555
H -1.884 -3.768 -1.556  0.358
H -0.147 -3.702 -1.836  0.430
H -1.740 -3.105 0.909  0.060
H -1.302 -4.137 2.253  0.526
H -1.588 -4.845 0.668  0.480
H 0.633 -5.712 1.868  0.475
H 3.057 -5.764 1.432  0.422
H 4.090 -3.950 0.112  0.471
H 4.034 -1.781 -0.712  0.463
H 2.544 -0.898 -0.928  -0.572
H 2.956 -2.181 -2.050  0.351
F 0.355 4.388 3.465  -0.277
C -0.499 3.663 2.738  0.896
F -1.399 3.127 3.565  -0.235
F -1.156 4.505 1.904  -0.276
C 0.241 2.601 1.887  -0.511
O 1.338 2.885 1.434  -0.460
O -0.447 1.550 1.729  0.178
C 0.693 0.385 -2.629  -1.891
P 0.900 1.328 -1.059  2.052
C -0.012 2.894 -1.295  -1.414
C 2.628 1.903 -1.273  1.260
C 2.969 2.349 -2.550  -0.701
C 4.243 2.816 -2.821  -0.801
C 5.199 2.839 -1.820  -0.562
C 4.867 2.411 -0.545  -1.004
C 3.587 1.955 -0.268  -0.445
H 0.538 1.061 -3.468  0.711
H -0.142 -0.302 -2.563  0.340
H 1.590 -0.195 -2.812  0.466
H -0.147 3.085 -2.360  0.515
H 0.578 3.684 -0.854  0.619
H -0.981 2.870 -0.805  0.134
H 2.238 2.340 -3.349  0.204
H 4.486 3.162 -3.817  0.422
H 6.197 3.200 -2.031  0.397
H 5.600 2.445 0.249  0.449
H 3.333 1.686 0.740  0.458


The highest maximum force belongs to which entry? C33H35Cl4EuGeN6O5P